73
Properties=species:S:1:pos:R:3 method="wB97M-V/def2-TZVPD" spin_multiplicity=3 orbital_gap_ev="7.9 / 9.2" s_squared=2.01 largest_force_ha_per_bohr=0.0133
C 0.812 4.541 2.554
S 2.480 4.050 2.964
O 2.636 2.679 2.483
O 2.669 4.338 4.381
P 4.025 5.339 1.895
N 3.217 5.353 0.425
O 5.369 6.190 1.427
H 0.743 5.627 2.600
H 0.562 4.185 1.560
H 0.163 4.095 3.304
H 3.657 6.309 2.833
H 4.788 4.212 2.267
H 3.211 4.451 -0.038
H 2.272 5.712 0.484
H 6.193 5.681 1.502
C 2.140 -4.073 1.456
C 1.978 -3.500 0.039
C 3.315 -3.461 -0.712
C 4.276 -2.396 -0.191
C 3.618 -1.019 -0.178
C 2.297 -0.989 0.600
N 1.435 -2.099 0.062
O 0.800 -1.775 -0.994
C 2.540 -1.110 2.106
C 1.566 0.327 0.364
C 0.980 -4.375 -0.713
H 1.955 -5.147 1.428
H 3.138 -3.927 1.865
H 1.420 -3.631 2.144
H 3.107 -3.265 -1.769
H 3.769 -4.455 -0.652
H 4.635 -2.656 0.808
H 5.160 -2.368 -0.832
H 4.287 -0.274 0.262
H 3.418 -0.707 -1.208
H 1.594 -1.225 2.637
H 3.001 -0.183 2.449
H 3.194 -1.930 2.383
H 1.412 0.522 -0.694
H 2.155 1.129 0.808
H 0.589 0.313 0.852
H 0.010 -4.369 -0.213
H 1.359 -5.399 -0.724
H 0.841 -4.040 -1.736
C -3.151 -1.171 -3.161
C -2.755 -0.161 -2.071
C -2.302 -0.865 -0.789
C -3.443 -1.518 -0.014
C -4.560 -0.517 0.274
C -5.081 0.184 -0.987
N -3.895 0.754 -1.714
O -3.527 1.893 -1.273
C -5.888 -0.780 -1.859
C -5.997 1.344 -0.610
C -1.616 0.694 -2.615
H -2.278 -1.381 -3.779
H -3.493 -2.122 -2.756
H -3.929 -0.771 -3.810
H -1.816 -0.122 -0.148
H -1.537 -1.597 -1.049
H -3.837 -2.380 -0.560
H -3.056 -1.909 0.929
H -5.404 -1.008 0.767
H -4.187 0.248 0.962
H -6.143 -0.314 -2.812
H -6.816 -1.015 -1.337
H -5.382 -1.718 -2.058
H -5.513 2.032 0.076
H -6.892 0.939 -0.134
H -6.298 1.901 -1.498
H -1.931 1.237 -3.508
H -0.788 0.031 -2.873
H -1.269 1.414 -1.880

=====

118
Properties=species:S:1:pos:R:3 method="wB97M-V/def2-TZVPD" spin_multiplicity=1 charge=+1 orbital_gap_ev=6.4 largest_force_ha_per_bohr=0.1280
C -0.428 4.010 4.517
C -1.751 4.785 4.006
C -2.895 3.766 3.457
C -3.178 2.545 4.468
C -4.760 2.288 4.748
C -5.122 2.142 6.308
C -5.048 0.629 6.870
C -3.895 -0.264 6.140
C -3.600 -1.542 7.072
C -3.587 -2.955 6.304
C -2.775 -2.837 4.922
C -1.291 -2.195 5.205
C -0.291 -2.887 4.154
C -0.244 -1.963 2.805
C 0.234 -2.775 1.507
N -0.790 -3.691 0.920
C -2.238 -3.679 0.916
N -3.031 -2.764 1.524
N -2.847 -4.771 0.173
C -1.658 -5.487 -0.307
N -0.492 -4.790 0.185
C 0.810 -5.403 -0.222
C 1.850 -4.389 -0.913
C 1.180 -3.256 -1.837
C 2.198 -1.981 -1.827
N 2.699 -1.627 -3.184
C 4.117 -1.382 -3.312
C 4.538 -1.024 -4.758
C 3.138 -1.057 -5.477
C 2.015 -1.441 -4.452
H 0.365 4.800 4.789
H -0.624 3.425 5.494
H -0.057 3.261 3.737
H -2.221 5.456 4.818
H -1.408 5.471 3.142
H -2.457 3.336 2.473
H -3.838 4.338 3.155
H -2.635 2.682 5.471
H -2.756 1.597 3.964
H -5.292 3.246 4.379
H -5.182 1.435 4.091
H -6.212 2.493 6.471
H -4.383 2.797 6.890
H -6.041 0.094 6.635
H -4.782 0.621 7.985
H -2.945 0.366 6.078
H -4.279 -0.509 5.092
H -4.420 -1.616 7.881
H -2.548 -1.402 7.532
H -3.035 -3.740 6.950
H -4.619 -3.384 6.073
H -3.263 -2.141 4.151
H -2.608 -3.873 4.429
H -1.410 -1.062 4.994
H -1.008 -2.396 6.306
H 0.768 -2.826 4.617
H -0.507 -3.986 3.932
H -1.199 -1.348 2.661
H 0.589 -1.186 3.019
H 1.106 -3.455 1.859
H 0.706 -2.106 0.687
H -3.092 -1.766 1.284
H -3.666 -3.107 2.268
H -1.590 -6.421 -0.950
H 0.550 -6.213 -1.005
H 1.325 -5.945 0.645
H 2.662 -4.971 -1.499
H 2.428 -3.876 -0.049
H 0.175 -2.864 -1.424
H 1.064 -3.569 -2.939
H 1.694 -1.069 -1.315
H 3.137 -2.196 -1.187
H 4.920 -1.447 -2.510
H 5.559 -0.802 -5.211
H 2.912 -0.855 -6.589
H 0.901 -1.561 -4.636
O 3.037 0.105 -9.273
C 2.417 1.102 -8.962
O 1.964 1.246 -7.704
C 1.386 2.453 -7.183
C -0.092 2.532 -7.504
C 2.068 2.141 -9.989
H 1.939 3.332 -7.524
H 1.516 2.410 -6.098
H -0.270 2.561 -8.581
H -0.536 3.425 -7.057
H -0.613 1.651 -7.122
H 1.172 1.826 -10.528
H 2.899 2.224 -10.692
H 1.918 3.137 -9.577
O 4.574 -0.105 -15.809
C 4.425 -0.682 -14.755
O 3.605 -0.173 -13.816
C 3.216 -0.863 -12.618
C 4.245 -0.679 -11.524
C 5.214 -1.922 -14.439
H 3.004 -1.916 -12.825
H 2.270 -0.415 -12.301
H 5.213 -1.100 -11.806
H 3.917 -1.159 -10.604
H 4.407 0.383 -11.328
H 6.201 -1.634 -14.070
H 5.328 -2.501 -15.356
H 4.732 -2.582 -13.720
O -1.918 3.266 8.408
C -0.980 3.859 8.896
O -0.652 5.085 8.449
C 0.314 5.944 9.075
C 1.716 5.621 8.602
C -0.116 3.206 9.937
H 0.219 5.912 10.164
H 0.058 6.962 8.774
H 2.009 4.604 8.869
H 2.439 6.314 9.039
H 1.777 5.691 7.513
H 0.623 2.570 9.443
H -0.751 2.590 10.575
H 0.389 3.909 10.597

=====

48
Properties=species:S:1:pos:R:3 method="wB97M-V/def2-TZVPD" spin_multiplicity=1 charge=-2 orbital_gap_ev=5.7 largest_force_ha_per_bohr=0.0111 de_lowest_ev=0.000
Sn -2.530 0.485 -0.724
O 0.118 0.450 -1.202
C 0.804 1.678 -1.085
C -0.273 2.795 -0.910
O 0.101 3.965 -0.935
O -1.473 2.403 -0.707
C 1.672 1.861 -2.341
C 2.234 0.716 -2.904
C 3.048 0.791 -4.024
C 3.315 2.020 -4.613
C 2.761 3.165 -4.060
C 1.952 3.090 -2.932
C 1.657 1.715 0.190
C 1.069 1.325 1.393
C 1.797 1.355 2.571
C 3.120 1.778 2.570
C 3.709 2.170 1.379
C 2.980 2.138 0.195
H 0.438 -0.250 -0.586
H 2.017 -0.247 -2.462
H 3.470 -0.117 -4.440
H 3.942 2.083 -5.495
H 2.956 4.132 -4.509
H 1.529 3.983 -2.492
H 0.042 0.980 1.401
H 1.324 1.040 3.494
H 3.688 1.801 3.494
H 4.741 2.501 1.363
H 3.449 2.449 -0.729
Se -6.469 -2.721 -0.631
Se -6.529 -1.378 1.274
Se -6.218 0.836 0.612
Se -4.066 1.645 1.142
O -3.124 -2.650 -0.083
C -2.665 -3.238 1.032
C -3.314 -4.311 1.642
C -2.751 -4.914 2.756
C -1.538 -4.472 3.269
C -0.899 -3.399 2.660
C -1.459 -2.764 1.563
C -0.801 -1.553 0.956
O 0.373 -1.626 0.568
O -1.521 -0.486 0.952
H -4.087 -2.864 -0.259
H -4.262 -4.641 1.236
H -3.268 -5.743 3.226
H -1.099 -4.950 4.137
H 0.041 -3.025 3.050

=====

72
Properties=species:S:1:pos:R:3 method="wB97M-V/def2-TZVPD" spin_multiplicity=1 charge=+1 orbital_gap_ev=8.3 largest_force_ha_per_bohr=0.0858 de_lowest_ev=0.000
C 2.948 1.958 -2.490
C 3.078 0.388 -2.489
C 1.840 -0.265 -3.197
F 1.987 -1.638 -3.230
N 0.647 0.114 -2.404
N 0.494 -0.533 -1.243
C -0.636 0.013 -0.706
N -1.127 0.945 -1.536
C -0.299 1.045 -2.641
N -0.378 1.849 -3.681
O -1.392 2.764 -3.745
H 3.810 2.351 -1.909
H 2.031 2.292 -1.965
H 2.990 2.371 -3.522
H 4.034 0.051 -2.930
H 3.062 0.096 -1.412
H 1.710 0.122 -4.232
H 1.119 -1.249 -0.888
H -1.084 -0.259 0.264
H 0.314 1.822 -4.421
H -2.176 2.428 -3.270
C -5.119 -1.274 1.344
C -3.850 -1.590 2.131
C -4.054 -1.570 3.655
O -4.118 -0.271 4.216
C -5.396 0.344 4.148
N -2.788 -0.664 1.713
H -5.375 -0.215 1.369
H -4.990 -1.544 0.294
H -5.968 -1.840 1.730
H -3.544 -2.605 1.856
H -3.181 -2.043 4.116
H -4.923 -2.167 3.952
H -6.205 -0.381 4.263
H -5.508 0.891 3.210
H -5.461 1.067 4.961
H -1.923 -0.938 2.178
H -2.999 0.247 2.118
C 5.809 6.614 1.252
C 4.398 6.034 1.229
C 4.318 4.595 1.769
O 4.775 3.601 0.860
C 6.181 3.407 0.858
N 3.866 6.134 -0.135
H 6.441 6.207 0.462
H 5.775 7.695 1.106
H 6.295 6.425 2.212
H 3.782 6.660 1.882
H 3.263 4.363 1.946
H 4.825 4.498 2.736
H 6.614 3.534 1.853
H 6.659 4.084 0.148
H 6.377 2.387 0.523
H 2.894 5.832 -0.130
H 4.336 5.427 -0.696
C -1.261 -5.110 -2.249
C -1.637 -4.227 -1.063
C -1.607 -4.967 0.286
O -2.725 -5.804 0.517
C -2.632 -7.095 -0.066
N -2.946 -3.619 -1.320
H -2.061 -5.797 -2.526
H -1.052 -4.496 -3.127
H -0.365 -5.697 -2.034
H -0.891 -3.424 -1.010
H -1.640 -4.214 1.082
H -0.671 -5.523 0.422
H -1.607 -7.476 -0.057
H -3.022 -7.083 -1.085
H -3.257 -7.770 0.518
H -3.153 -2.963 -0.569
H -3.646 -4.349 -1.200

=====

38
Properties=species:S:1:pos:R:3 method="wB97M-V/def2-TZVPD" spin_multiplicity=1 orbital_gap_ev=7.3 smiles="CCCCCCc1ccc2c(c1)c([N+](=O)[O-])cc[n+]2[O-]" largest_force_ha_per_bohr=0.0617 de_lowest_ev=6.314
C 5.010 0.502 -0.937
C 3.725 1.350 -0.994
C 3.418 1.909 0.429
C 2.039 2.617 0.555
C 0.808 1.782 0.233
C 0.680 0.612 1.200
C -0.705 0.040 1.090
C -1.703 0.359 2.018
C -3.021 -0.163 1.841
C -3.302 -1.044 0.806
C -2.310 -1.312 -0.187
C -1.023 -0.788 -0.009
C -2.601 -2.172 -1.257
N -1.688 -2.514 -2.299
O -1.098 -1.594 -2.924
O -1.530 -3.699 -2.571
C -3.849 -2.756 -1.282
C -4.791 -2.418 -0.333
N -4.535 -1.618 0.705
O -5.462 -1.445 1.527
H 5.210 -0.007 -1.886
H 4.915 -0.277 -0.193
H 5.843 1.143 -0.691
H 2.915 0.728 -1.309
H 3.796 2.166 -1.720
H 3.446 1.075 1.169
H 4.194 2.620 0.657
H 2.111 3.503 -0.116
H 1.909 2.961 1.582
H 0.847 1.457 -0.802
H -0.075 2.412 0.312
H 0.825 0.953 2.251
H 1.468 -0.114 0.983
H -1.448 1.072 2.805
H -3.827 0.082 2.497
H -0.240 -1.060 -0.697
H -4.194 -3.527 -2.019
H -5.759 -2.836 -0.436

=====

104
Properties=species:S:1:pos:R:3 method="wB97M-V/def2-TZVPD" spin_multiplicity=4 charge=+1 orbital_gap_ev="7.1 / 6.4" s_squared=3.76 largest_force_ha_per_bohr=0.0834 de_lowest_ev=1.047
Co -1.189 -2.633 3.156
B 0.243 -1.274 1.968
H -0.615 -1.659 1.438
H 0.655 -0.400 1.487
H -0.060 -1.048 2.978
H 1.018 -2.024 1.930
C -2.187 -0.179 -1.289
C -2.908 1.137 -0.975
O -3.995 1.087 -0.108
O -3.002 -1.136 -1.881
H -1.654 -0.610 -0.441
H -1.388 0.193 -1.930
H -3.365 1.456 -1.912
H -2.210 1.934 -0.721
H -4.550 0.326 -0.294
H -2.498 -1.952 -1.920
C 3.609 -0.389 0.631
C 3.860 -1.191 1.909
O 3.055 -0.916 3.017
O 2.577 -1.077 -0.094
H 4.542 -0.451 0.071
H 3.292 0.606 0.945
H 4.917 -0.955 2.027
H 3.833 -2.262 1.706
H 2.142 -1.110 2.792
H 1.795 -1.003 0.457
C 0.120 2.034 3.901
C 0.449 1.100 5.042
O -0.722 0.488 5.575
O -0.394 3.204 4.528
H -0.569 1.607 3.172
H 1.062 2.121 3.361
H 1.037 1.500 5.868
H 1.085 0.288 4.692
H -0.956 0.903 6.408
H -1.267 3.145 4.924
C -3.741 -1.369 2.150
C -2.934 -0.226 2.764
O -2.155 -0.776 3.813
O -2.884 -2.461 1.841
H -4.148 -1.051 1.191
H -4.574 -1.738 2.749
H -3.633 0.495 3.188
H -2.276 0.201 2.007
H -1.649 -0.138 4.323
H -3.131 -2.873 1.010
C 0.921 -4.455 2.859
C 0.946 -4.099 4.344
O 0.411 -2.766 4.599
O -0.380 -4.422 2.374
H 1.316 -5.464 2.734
H 1.585 -3.817 2.276
H 1.959 -3.997 4.733
H 0.475 -4.949 4.837
H 0.467 -2.567 5.537
H -0.530 -5.233 1.882
C 0.198 8.603 -3.571
O 1.062 7.632 -3.020
C 1.937 7.007 -3.959
C 2.823 5.897 -3.298
N 2.073 4.722 -3.006
C 2.894 3.923 -2.125
C 2.156 2.714 -1.617
O 1.249 3.195 -0.715
C 0.701 2.171 0.098
H 0.635 9.231 -4.347
H -0.115 9.315 -2.807
H -0.724 8.125 -3.901
H 2.518 7.829 -4.378
H 1.335 6.590 -4.767
H 3.216 6.471 -2.458
H 3.664 5.634 -3.940
H 1.284 4.932 -2.412
H 3.222 4.433 -1.219
H 3.854 3.661 -2.570
H 2.882 2.046 -1.153
H 1.698 2.160 -2.437
H -0.123 2.463 0.748
H 1.452 1.736 0.758
H 0.323 1.392 -0.563
C 0.351 -1.617 -6.402
O 0.576 -2.240 -5.133
C 0.392 -1.271 -4.078
C 0.567 -2.021 -2.742
N -0.574 -2.900 -2.559
C -0.493 -3.641 -1.280
C -1.737 -4.502 -1.082
O -2.928 -3.738 -0.936
C -4.167 -4.413 -0.701
H 0.269 -2.357 -7.198
H 1.141 -0.904 -6.638
H -0.621 -1.125 -6.371
H -0.620 -0.866 -4.093
H 1.188 -0.526 -4.075
H 0.590 -1.257 -1.964
H 1.477 -2.620 -2.739
H -0.491 -3.660 -3.219
H -0.341 -2.916 -0.481
H 0.339 -4.344 -1.327
H -1.633 -5.079 -0.163
H -1.744 -5.232 -1.891
H -4.290 -4.571 0.370
H -4.248 -5.385 -1.188
H -5.024 -3.853 -1.075

=====

What are the E_tot values for these records? In order: -55244.823, -59224.487, -301544.633, -39654.035, -24965.069, -93786.162 eV.